Entry 1:
C4H5NO2 | wB97M-V/def2-TZVPD

Values from the calculation:
- multiplicity = 1
- orbital gap (eV) = 9.6730
- ΔE to the lowest compared entry with this formula, charge and spin (kcal/mol) = 62.40
- molar mass (g mol⁻¹) = 99.089

Each line ends with the Mulliken charge.
Atoms and positions in Å:
O1 0.886 1.351 2.137  -0.5227
C1 1.018 1.390 0.935  0.0781
N1 0.123 0.816 0.058  0.0510
C2 -0.827 -0.200 0.531  -0.2903
C3 -0.804 -1.169 -0.620  -0.3706
C4 0.165 -0.806 -1.449  -0.2507
O2 0.790 0.364 -1.126  -0.3319
H1 1.819 1.931 0.408  0.3687
H2 -0.461 -0.629 1.476  0.2449
H3 -1.808 0.251 0.719  0.2740
H4 -1.468 -2.014 -0.737  0.3372
H5 0.567 -1.284 -2.332  0.4123

Entry 2:
C42H51AsCl3N6O4P2S2Ti | wB97M-V/def2-TZVPD

Values from the calculation:
- multiplicity = 2
- orbital gap (alpha / beta) (eV) = 7.4983 / 7.8096
- total charge = +2
- ΔE to the lowest compared entry with this formula, charge and spin (kcal/mol) = 0.00
- ⟨S²⟩ = 0.7552
- molar mass (g mol⁻¹) = 1059.138

Each line ends with the Mulliken charge.
Atoms and positions in Å:
Ti1 -0.472 0.875 1.489  1.5533
C1 -5.291 -1.382 0.125  -1.1867
N1 -3.906 -1.527 0.580  0.6148
C2 -3.452 -2.930 0.556  -0.8875
P1 -3.190 -0.580 1.686  -1.3979
O1 -1.665 -0.696 1.588  0.4025
O2 -3.648 0.892 1.271  0.1033
P2 -3.122 2.332 0.716  0.4073
O3 -1.676 2.499 1.125  -1.1937
N2 -3.989 3.494 1.409  0.3925
C3 -3.613 4.099 2.693  -0.9106
C4 -5.387 3.716 1.035  -0.9480
N3 -3.385 2.260 -0.873  1.0128
C5 -4.205 1.301 -1.603  -0.7778
C6 -3.096 3.499 -1.614  -1.2985
N4 -3.637 -0.898 3.200  0.4739
C7 -5.062 -0.835 3.554  -0.9561
C8 -2.743 -0.774 4.363  -0.7306
H1 -5.943 -2.074 0.663  0.4154
H2 -5.345 -1.618 -0.938  0.3708
H3 -5.654 -0.367 0.275  0.2905
H4 -4.043 -3.542 1.242  0.3146
H5 -2.400 -2.997 0.826  0.1278
H6 -3.577 -3.313 -0.457  0.3815
H7 -2.582 3.858 2.938  0.1798
H8 -4.272 3.735 3.484  0.3154
H9 -3.718 5.180 2.613  0.3215
H10 -5.595 3.315 0.045  0.2226
H11 -5.585 4.787 1.016  0.3392
H12 -6.058 3.247 1.759  0.2939
H13 -5.257 1.596 -1.634  0.2574
H14 -4.108 0.305 -1.171  0.0094
H15 -3.837 1.253 -2.628  0.3777
H16 -2.410 4.133 -1.053  0.4238
H17 -4.014 4.057 -1.811  0.3519
H18 -2.616 3.239 -2.557  0.3707
H19 -5.690 -1.190 2.741  0.2344
H20 -5.352 0.184 3.820  0.2721
H21 -5.231 -1.483 4.412  0.3738
H22 -1.710 -0.887 4.053  0.0019
H23 -3.004 -1.566 5.062  0.3861
H24 -2.859 0.199 4.842  0.3185
S1 -0.330 1.865 3.634  -0.3471
C9 1.312 1.817 4.303  0.5457
C10 1.499 1.957 5.677  -0.7110
C11 2.778 1.991 6.207  -0.7309
C12 3.891 1.888 5.381  -0.8087
C13 3.721 1.742 4.014  -0.6146
C14 2.436 1.703 3.482  -0.0293
As1 2.085 1.463 1.620  1.3278
C15 1.639 -0.472 1.591  -1.0528
C16 1.748 -1.146 0.367  -0.1736
C17 1.535 -2.509 0.299  0.0036
C18 1.199 -3.212 1.456  -0.5917
C19 1.090 -2.558 2.670  -1.1042
C20 1.320 -1.184 2.740  0.1197
C21 3.797 1.395 0.755  0.2679
C22 4.219 2.528 0.063  -0.8029
C23 5.486 2.566 -0.504  -0.6808
C24 6.335 1.478 -0.376  -0.6376
C25 5.918 0.350 0.319  -0.9171
C26 4.653 0.303 0.885  -0.0235
H25 0.638 2.053 6.326  0.5041
H26 2.908 2.107 7.274  0.4012
H27 4.885 1.923 5.802  0.4266
H28 4.588 1.664 3.370  0.4429
H29 2.020 -0.594 -0.525  0.6264
H30 1.643 -3.036 -0.641  0.0252
H31 1.040 -4.282 1.403  0.5041
H32 0.848 -3.109 3.568  0.4957
H33 1.270 -0.675 3.697  0.6058
H34 3.572 3.392 -0.047  0.4315
H35 5.804 3.446 -1.046  0.4745
H36 7.322 1.509 -0.817  0.4241
H37 6.585 -0.495 0.428  0.4631
H38 4.356 -0.581 1.435  0.5371
Cl1 5.749 2.014 -4.277  -0.1968
C27 4.386 0.948 -4.213  0.1069
C28 4.240 0.078 -3.145  -0.9636
C29 3.138 -0.761 -3.130  0.1754
C30 2.171 -0.749 -4.133  -0.5272
C31 0.968 -1.654 -3.982  1.5026
C32 -0.371 -0.906 -3.876  -2.0407
N5 -0.358 0.054 -2.769  0.7199
C33 0.141 1.336 -2.829  -0.7367
C34 0.142 1.805 -1.555  -1.6537
N6 -0.361 0.835 -0.714  2.3832
C35 -0.653 -0.197 -1.485  -1.3891
O4 0.889 -2.561 -5.056  -0.3177
C36 0.681 -3.913 -4.669  -0.5896
C37 1.719 -4.416 -3.708  0.0198
C38 3.071 -4.271 -3.840  0.7320
Cl2 3.919 -3.530 -5.131  -0.1416
S2 3.945 -4.973 -2.553  -0.1769
C39 2.506 -5.483 -1.792  -0.3914
C40 1.405 -5.127 -2.512  -0.6909
C41 2.376 0.122 -5.198  0.9602
Cl3 1.252 0.199 -6.526  -0.1824
C42 3.470 0.971 -5.252  -0.7799
H39 4.978 0.052 -2.355  0.6427
H40 3.038 -1.482 -2.328  0.5303
H41 1.125 -2.195 -3.039  -0.6260
H42 -1.184 -1.613 -3.705  0.3467
H43 -0.591 -0.352 -4.785  0.3415
H44 0.467 1.766 -3.759  0.6335
H45 0.458 2.766 -1.183  0.6569
H46 -1.043 -1.146 -1.148  0.5983
H47 0.688 -4.475 -5.603  0.2887
H48 -0.311 -4.038 -4.216  0.2681
H49 2.546 -6.042 -0.872  0.5107
H50 0.395 -5.376 -2.219  0.4375
H51 3.604 1.634 -6.094  0.5247

Entry 3:
C18H19N6O6Pd | wB97M-V/def2-TZVPD

Values from the calculation:
- multiplicity = 3
- orbital gap (alpha / beta) (eV) = 8.6179 / 6.4822
- total charge = +1
- ⟨S²⟩ = 2.0045
- molar mass (g mol⁻¹) = 521.806

Each line ends with the Mulliken charge.
Atoms and positions in Å:
Pd1 0.636 -0.632 -0.127  0.2840
N1 -3.117 -2.660 -0.385  -0.0730
C1 -3.403 -2.322 0.903  -0.6294
C2 -2.417 -1.464 1.304  -0.3340
N2 -1.538 -1.279 0.287  0.0052
C3 -1.973 -2.019 -0.727  0.2144
C4 -1.233 -2.126 -1.953  0.1527
N3 0.068 -1.861 -1.991  -0.1868
C5 0.471 -2.060 -3.269  -0.5130
C6 -0.602 -2.448 -4.024  -0.4109
N4 -1.671 -2.493 -3.183  -0.0681
H1 -3.650 -3.290 -0.962  0.1917
H2 -4.263 -2.697 1.415  0.4246
H3 -2.304 -0.969 2.246  0.4665
H4 1.494 -1.949 -3.563  0.5118
H5 -0.683 -2.689 -5.063  0.4558
H6 -2.618 -2.713 -3.449  0.2069
O1 4.121 1.388 -1.614  -0.6439
C7 3.011 0.913 -1.485  0.3707
O2 2.661 0.023 -0.658  -0.6222
C8 1.910 1.437 -2.443  0.4360
C9 2.292 2.011 -3.651  -0.6860
C10 1.332 2.463 -4.539  -0.4370
C11 -0.010 2.316 -4.212  0.0242
C12 -0.405 1.772 -2.995  -0.5467
C13 0.567 1.360 -2.102  -0.1378
N5 -1.046 2.739 -5.134  0.9727
O3 -2.168 2.333 -4.914  -0.6015
O4 -0.723 3.446 -6.056  -0.5822
H7 3.345 2.103 -3.871  0.5224
H8 1.606 2.925 -5.476  0.5087
H9 -1.458 1.716 -2.772  0.5270
H10 0.268 1.006 -1.088  0.5899
O5 0.957 -1.580 2.048  -0.6888
C14 1.073 -0.454 2.521  0.8844
O6 0.921 0.632 1.892  -0.8319
C15 1.370 -0.247 4.039  0.0607
N6 1.408 1.231 4.209  -0.0594
C16 0.262 1.627 5.062  -0.6012
C17 -0.009 0.396 5.916  -0.6074
C18 0.227 -0.750 4.933  -0.4818
H11 2.325 -0.703 4.299  0.4048
H12 1.283 1.522 3.170  0.3361
H13 2.295 1.568 4.579  0.3818
H14 -0.591 1.834 4.417  0.2658
H15 0.489 2.517 5.643  0.4049
H16 -1.020 0.399 6.315  0.3609
H17 0.688 0.339 6.750  0.3197
H18 -0.664 -0.931 4.333  0.0533
H19 0.485 -1.680 5.431  0.4053

Entry 4:
C9H14 | wB97M-V/def2-TZVPD

Values from the calculation:
- multiplicity = 2
- orbital gap (alpha / beta) (eV) = 2.7619 / 6.9883
- total charge = -1
- ΔE to the lowest compared entry with this formula, charge and spin (kcal/mol) = 12.17
- ⟨S²⟩ = 0.7603
- molar mass (g mol⁻¹) = 122.211

Each line ends with the Mulliken charge.
Atoms and positions in Å:
C1 -1.850 1.506 -1.953  -0.8102
C2 -0.784 2.552 -1.630  -0.8339
H1 -2.234 1.544 -2.972  0.3534
H2 -1.404 0.520 -1.835  0.2460
H3 -2.692 1.661 -1.283  0.2266
H4 -0.791 2.954 -0.614  0.2461
H5 -0.801 3.432 -2.269  0.3589
H6 0.224 2.136 -1.714  0.2099
C3 -1.122 0.090 1.582  -1.2647
C4 1.314 -2.803 0.951  -0.5220
C5 2.346 -2.219 0.244  -0.2761
C6 0.158 -2.056 1.383  -0.5621
C7 0.082 -0.677 1.098  0.4767
C8 2.272 -0.831 -0.066  -1.0556
C9 1.148 -0.110 0.416  -0.0586
H7 1.422 -3.854 1.209  0.3134
H8 3.288 -2.756 0.203  0.3062
H9 -0.658 -2.563 1.892  0.2837
H10 3.135 -0.321 -0.476  0.3113
H11 -1.305 1.023 1.047  0.1378
H12 -1.012 0.443 2.618  0.2885
H13 1.187 0.981 0.544  0.2922
H14 -1.922 -0.651 1.625  0.3324

Entry 5:
C6H12N2O2 | wB97M-V/def2-TZVPD

Values from the calculation:
- multiplicity = 1
- orbital gap (eV) = 10.1223
- ΔE to the lowest compared entry with this formula, charge and spin (kcal/mol) = 38.69
- molar mass (g mol⁻¹) = 144.174

Each line ends with the Mulliken charge.
Atoms and positions in Å:
C1 -0.705 -0.461 -1.835  -1.2156
C2 -0.469 0.395 -0.825  1.0713
C3 -1.438 1.512 -0.548  -1.2816
C4 1.043 0.442 -0.045  0.5007
N1 2.070 0.392 -1.010  -0.4951
N2 1.203 1.608 0.721  -0.5581
O1 1.058 -0.729 0.716  -0.4875
C5 -0.163 -0.863 1.404  0.8655
C6 -0.671 -2.269 1.304  -1.1450
O2 -0.600 -0.014 2.166  -0.5723
H1 -0.008 -1.254 -2.092  0.2248
H2 -1.524 -0.316 -2.534  0.2994
H3 -0.963 2.492 -0.667  0.3022
H4 -1.827 1.439 0.472  0.2470
H5 -2.289 1.503 -1.237  0.4143
H6 2.134 -0.539 -1.398  0.2260
H7 2.875 0.952 -0.769  0.1880
H8 0.537 1.603 1.493  0.2807
H9 2.149 1.944 0.825  0.1811
H10 -1.709 -2.243 0.966  0.2835
H11 -0.089 -2.863 0.599  0.3227
H12 -0.614 -2.730 2.293  0.3481

Entry 6:
C4H5NOS2 | wB97M-V/def2-TZVPD

Values from the calculation:
- multiplicity = 1
- orbital gap (eV) = 8.1618
- ΔE to the lowest compared entry with this formula, charge and spin (kcal/mol) = 25.52
- molar mass (g mol⁻¹) = 147.224

Each line ends with the Mulliken charge.
Atoms and positions in Å:
N1 -1.533 1.520 0.064  -0.3649
C1 -1.886 0.254 -0.134  0.5220
S1 -3.524 -0.084 -0.422  -0.3485
C2 -0.924 -0.833 0.131  -0.5408
C3 0.385 -0.726 0.072  -0.1102
S2 1.369 0.705 -0.103  -0.0883
C4 2.884 -0.258 -0.210  0.1699
O1 3.953 0.237 -0.518  -0.4280
H1 -2.297 2.224 -0.033  0.2280
H2 -0.690 1.735 0.532  0.1314
H3 -1.370 -1.840 0.224  0.3132
H4 0.942 -1.645 0.262  0.2904
H5 2.689 -1.289 0.133  0.2258